The following is a DFT calculation (ωB97M-V with the def2-TZVPD basis set) of an isolated molecule of C10H6BrClFNO.

Summary:
**Electronic energy**: -3648.6377 hartree
**Largest force on an atom**: 5.34 eV Å⁻¹
**SMILES**: CO/C(=C(/Cl)C#N)c1ccc(Br)c(F)c1
**Net charge**: 0

Cartesian coordinates (Å):
C (1.153, 1.804, 1.665)
O (0.089, 2.138, 0.714)
C (-0.687, 1.014, 0.403)
C (-2.147, 1.213, 0.257)
Cl (-3.149, -0.079, -0.309)
C (-2.781, 2.450, 0.467)
N (-3.301, 3.435, 0.742)
C (-0.034, -0.182, -0.180)
C (-0.438, -1.406, 0.319)
C (0.168, -2.588, -0.120)
C (0.984, -2.506, -1.263)
Br (1.558, -4.044, -2.254)
C (1.336, -1.275, -1.822)
F (2.193, -1.069, -2.770)
C (0.976, -0.122, -1.173)
H (1.023, 0.757, 1.892)
H (0.929, 2.579, 2.444)
H (2.166, 2.011, 1.264)
H (-1.217, -1.433, 1.106)
H (-0.106, -3.505, 0.191)
H (1.285, 0.810, -1.574)